(1)
{"formula": "C25H31N3O4", "method": "the ωB97M-V functional and the def2-TZVPD basis", "elements": ["C", "H", "C", "N", "C", "H", "C", "N", "C", "O", "C", "O", "C", "C", "C", "C", "C", "C", "C", "C", "H", "H", "O", "C", "C", "H", "H", "H", "C", "H", "H", "H", "H", "H", "H", "O", "H", "C", "C", "C", "C", "N", "C", "C", "H", "H", "H", "H", "H", "H", "H", "H", "C", "H", "C", "H", "H", "H", "H", "H", "H", "H", "H"], "positions_angstrom": [[1.3963, 4.2189, 4.1424], [0.8569, 4.6602, 4.9775], [1.6789, 2.7531, 4.4450], [2.1283, 1.9913, 3.2892], [2.2930, 0.5876, 3.6193], [2.6965, 0.4519, 4.6366], [0.9791, -0.2039, 3.5286], [0.5760, -0.4765, 2.1710], [1.2264, -1.3657, 1.3876], [2.2203, -1.9864, 1.6994], [0.4372, -1.4770, 0.0838], [0.7541, -2.1574, -0.8680], [-0.7162, -0.6082, 0.2518], [-1.7108, -0.3457, -0.6324], [-1.9190, -1.0643, -1.8889], [-1.8266, -2.4503, -1.9650], [-2.0428, -3.1154, -3.1545], [-2.3486, -2.4083, -4.3165], [-2.4604, -1.0138, -4.2346], [-2.2601, -0.3557, -3.0450], [-2.3193, 0.7248, -3.0230], [-2.7003, -0.4703, -5.1348], [-2.5833, -2.9084, -5.5483], [-2.3571, -4.2645, -5.9291], [-3.3405, -5.2484, -5.2919], [-3.0662, -5.5102, -4.2746], [-4.3386, -4.8164, -5.2833], [-3.3627, -6.1605, -5.8824], [-0.8986, -4.6897, -5.7696], [-0.7526, -5.6523, -6.2521], [-0.6086, -4.7758, -4.7269], [-0.2489, -3.9584, -6.2447], [-2.5829, -4.2198, -7.0034], [-1.9669, -4.1885, -3.1552], [-1.6003, -3.0182, -1.0776], [-2.5783, 0.6493, -0.3347], [-3.2420, 0.7279, -1.0342], [-0.5591, 0.1593, 1.5453], [-0.3090, 1.6208, 1.2466], [0.7543, 1.9934, 0.4346], [0.9220, 3.3351, 0.1384], [0.1167, 4.2853, 0.5825], [-0.8917, 3.9280, 1.3581], [-1.1493, 2.6155, 1.7230], [-1.9926, 2.3751, 2.3522], [-1.5262, 4.7360, 1.7002], [1.7347, 3.6700, -0.4928], [1.4276, 1.2495, 0.0363], [-1.4506, 0.0652, 2.1806], [1.1366, -1.1675, 4.0256], [0.1675, 0.3296, 4.0246], [2.9926, 0.1291, 2.9191], [3.2737, 2.5530, 2.5937], [3.4559, 1.9206, 1.7206], [4.5684, 2.6638, 3.4066], [4.4444, 3.3375, 4.2509], [5.3618, 3.0524, 2.7735], [4.8726, 1.6888, 3.7803], [2.9860, 3.5398, 2.2256], [2.4005, 2.6853, 5.2795], [0.7494, 2.2876, 4.7867], [0.7881, 4.3097, 3.2473], [2.3146, 4.7817, 3.9992]], "forces_ev_per_angstrom": [[0.04, -0.28, 0.07], [-0.02, 0.09, 0.06], [-0.07, 0.10, -0.05], [0.00, -0.10, 0.11], [-0.24, -0.06, 0.02], [0.05, -0.03, -0.06], [0.53, -0.04, 0.22], [-0.11, 0.06, -0.15], [0.41, -0.28, 0.36], [0.01, -0.03, -0.11], [-0.25, -0.24, -0.77], [0.23, 0.09, 0.48], [-0.55, 0.34, 0.03], [0.33, -0.22, 0.32], [-0.21, -0.05, -0.22], [-0.10, 0.33, 0.04], [-0.03, -0.26, -0.22], [-0.01, 0.37, 0.16], [-0.04, -0.17, -0.16], [0.11, -0.12, 0.12], [0.00, 0.09, -0.02], [-0.02, 0.05, -0.10], [-0.06, 0.25, 0.12], [0.10, -0.59, -0.20], [0.12, 0.37, -0.08], [0.00, -0.06, 0.09], [-0.10, -0.02, -0.01], [0.00, -0.10, -0.05], [-0.28, 0.29, -0.05], [0.02, -0.10, -0.03], [0.05, -0.06, 0.08], [0.09, 0.02, -0.05], [0.06, -0.05, 0.25], [0.00, -0.08, -0.04], [0.05, -0.05, 0.06], [0.14, -0.09, -0.06], [0.06, -0.14, 0.09], [-0.41, 0.16, -0.21], [-0.09, 0.33, 0.08], [-0.25, 0.16, 0.07], [0.19, -0.43, -0.14], [-0.02, 0.59, -0.04], [-0.23, -0.05, 0.12], [0.24, -0.12, -0.13], [-0.12, -0.04, 0.07], [-0.10, 0.01, 0.08], [0.12, -0.07, -0.06], [0.15, -0.05, -0.06], [0.11, 0.02, -0.03], [-0.10, 0.08, 0.02], [-0.01, -0.05, 0.01], [0.03, -0.02, 0.08], [0.16, 0.08, 0.06], [-0.03, 0.08, -0.04], [-0.33, -0.04, -0.16], [0.04, 0.07, 0.12], [0.13, 0.04, -0.02], [0.09, -0.08, 0.07], [0.06, -0.03, -0.09], [-0.08, -0.06, -0.01], [0.06, 0.01, 0.09], [-0.02, 0.05, -0.06], [0.09, 0.11, -0.03]], "lowdin_charge": [-0.0716, 0.0755, -0.2517, -0.1818, -0.1728, 0.1244, -0.0954, 0.0031, -0.3759, 0.1010, -0.2593, 0.1197, -0.0438, -0.1827, -0.1587, -0.0045, 0.0103, -0.2475, 0.0110, -0.0181, 0.1225, 0.1210, -0.0221, -0.4040, -0.0385, 0.0659, 0.0875, 0.0829, -0.0341, 0.0848, 0.0708, 0.0884, 0.1446, 0.0966, 0.1257, 0.1107, 0.1202, -0.1782, -0.1699, -0.0059, -0.1454, 0.0604, -0.1654, -0.0174, 0.1147, 0.1065, 0.1078, 0.1256, 0.1645, 0.1324, 0.1207, 0.1186, -0.2590, 0.1123, -0.0720, 0.0639, 0.0728, 0.0700, 0.1000, 0.1138, 0.1074, 0.0487, 0.0686], "total_charge": 0, "relative_energy_kcal_mol": 79.3, "spin_multiplicity": 1, "smiles": "CCN(CC)CCN1C(=O)C(=O)/C(=C(/O)c2ccc(OC(C)C)cc2)[C@@H]1c1ccncc1", "orbital_gap_ev": 7.990, "lumo_energy_ha": -0.009}



(2)
{"formula": "C4H11N2S", "method": "the ωB97M-V functional and the def2-TZVPD basis", "elements": ["C", "C", "C", "S", "N", "C", "N", "H", "H", "H", "H", "H", "H", "H", "H", "H", "H", "H"], "positions_angstrom": [[0.4732, -0.0119, -1.8605], [0.7949, -0.5683, -0.4449], [0.2173, -1.8615, -0.1770], [0.9484, -3.3668, -1.0858], [0.5856, 0.6617, 0.5716], [-0.7372, 1.1665, 0.8457], [-0.9975, 1.4721, 2.2878], [1.2050, 1.1112, -2.0712], [0.6438, -0.8482, -2.5128], [-0.6141, 0.3406, -1.9032], [1.9100, -0.6240, -0.5027], [0.6667, -2.2104, 0.6954], [-0.9060, -1.8400, -0.1874], [1.3399, 1.2769, 0.6814], [-1.2940, 0.3804, 0.4155], [-0.8939, 1.9917, 0.1642], [-1.4787, 0.7752, 2.6128], [-1.8634, 2.1546, 2.4711]], "forces_ev_per_angstrom": [[0.10, 3.32, 0.78], [2.25, 5.72, -0.91], [-1.18, -1.99, -0.36], [-0.41, 0.66, -0.69], [-0.54, -3.66, -0.09], [0.91, 0.49, 0.00], [1.17, 5.93, -2.59], [-2.14, -3.68, 0.36], [0.26, 0.04, -0.99], [1.37, -0.46, -0.09], [-0.72, -0.41, 0.53], [-0.39, 0.02, 2.32], [1.03, -0.23, 0.16], [1.06, 0.68, -0.16], [-1.60, -0.80, 0.07], [-0.54, 0.87, 0.41], [-2.72, -6.07, 2.59], [2.10, -0.42, -1.35]], "lowdin_charge": [-0.1404, -0.4981, -0.7062, -0.0361, -0.0556, -0.6610, -0.0834, 0.1307, -0.0029, 0.0516, 0.1088, -0.0295, 0.0649, 0.0339, 0.0452, 0.0061, -0.1494, -0.0786], "total_charge": -2, "relative_energy_kcal_mol": 65.2, "spin_multiplicity": 2, "orbital_gap_ev": [2.103, 5.894], "lumo_energy_ha": [0.215, 0.212], "s_squared": 0.7510}



(3)
{"formula": "C24H56NO8P", "method": "the ωB97M-V functional and the def2-TZVPD basis", "elements": ["C", "C", "N", "C", "O", "O", "P", "C", "O", "H", "H", "H", "H", "H", "H", "C", "C", "O", "C", "C", "H", "H", "H", "H", "H", "H", "H", "H", "H", "H", "C", "C", "O", "C", "C", "H", "H", "H", "H", "H", "H", "H", "H", "H", "H", "C", "C", "O", "C", "C", "H", "H", "H", "H", "H", "H", "H", "H", "H", "H", "C", "C", "O", "C", "C", "H", "H", "H", "H", "H", "H", "H", "H", "H", "H", "C", "C", "O", "C", "C", "H", "H", "H", "H", "H", "H", "H", "H", "H", "H"], "positions_angstrom": [[-0.4471, -4.7712, 0.4535], [0.5455, -4.1934, 0.1099], [1.6663, -3.5289, -0.2956], [1.3622, -2.5387, -1.2898], [0.9111, -1.4718, -1.0111], [1.6303, -2.9360, -2.5434], [3.0400, -4.6619, -0.4448], [2.7724, -5.6372, -1.9457], [4.1867, -3.6383, -1.0129], [-1.3445, -5.2616, 0.7383], [1.8568, -2.1485, -3.0541], [2.6115, -5.0682, -2.8553], [3.6867, -6.2253, -2.0616], [1.9507, -6.3311, -1.7693], [4.4124, -2.9880, -0.3280], [-4.4463, 0.4132, -1.0677], [-4.5636, 0.3988, 0.4467], [-4.0104, -0.7484, 1.0619], [-2.6235, -0.9654, 0.8376], [-1.7453, 0.1787, 1.3091], [-4.9190, -0.4734, -1.4950], [-4.9397, 1.2996, -1.4703], [-3.4082, 0.4301, -1.4017], [-5.6180, 0.3896, 0.7300], [-4.1294, 1.3108, 0.8734], [-2.4310, -1.1899, -0.2175], [-2.3827, -1.8689, 1.3979], [-1.9501, 1.1038, 0.7689], [-0.6938, -0.0683, 1.1587], [-1.9186, 0.3716, 2.3686], [-3.6656, 4.2542, 5.1932], [-3.7822, 3.6259, 3.8149], [-3.3357, 2.2850, 3.7495], [-4.0137, 1.3527, 4.5730], [-5.4978, 1.2287, 4.2775], [-2.6344, 4.2116, 5.5461], [-3.9771, 5.2986, 5.1521], [-4.2946, 3.7503, 5.9280], [-3.1480, 4.1662, 3.1113], [-4.8106, 3.7093, 3.4437], [-3.8487, 1.5827, 5.6322], [-3.5247, 0.3984, 4.3750], [-6.0357, 2.1584, 4.4696], [-5.9371, 0.4548, 4.9078], [-5.6528, 0.9540, 3.2333], [-8.6936, 0.1566, -4.5181], [-7.6820, 1.1156, -3.9143], [-8.2570, 2.2525, -3.2954], [-9.1390, 1.9960, -2.2174], [-8.5017, 1.2447, -1.0619], [-9.3203, 0.6713, -5.2475], [-8.1747, -0.6609, -5.0198], [-9.3464, -0.2815, -3.7621], [-7.0442, 1.5192, -4.7011], [-7.0246, 0.5860, -3.2148], [-10.0344, 1.4691, -2.5675], [-9.4645, 2.9809, -1.8820], [-8.1697, 0.2476, -1.3546], [-9.2180, 1.1303, -0.2476], [-7.6337, 1.7907, -0.6883], [6.8384, -1.4239, 3.0941], [6.5723, -1.3887, 1.5999], [5.2063, -1.2092, 1.2599], [4.5923, -0.0129, 1.7225], [5.2702, 1.2447, 1.2144], [6.2541, -2.2129, 3.5691], [7.8964, -1.6158, 3.2760], [6.5857, -0.4793, 3.5769], [6.8494, -2.3466, 1.1567], [7.1905, -0.6242, 1.1157], [4.5317, -0.0093, 2.8162], [3.5687, -0.0622, 1.3508], [6.2973, 1.3296, 1.5708], [4.7278, 2.1296, 1.5488], [5.2989, 1.2404, 0.1238], [8.3657, 2.2326, -3.7433], [8.6172, 1.8483, -2.2954], [7.6201, 1.0125, -1.7363], [7.4217, -0.2408, -2.3661], [8.6499, -1.1342, -2.3760], [7.3986, 2.7264, -3.8450], [9.1435, 2.9162, -4.0854], [8.3732, 1.3659, -4.4054], [8.6128, 2.7431, -1.6727], [9.6081, 1.3919, -2.1880], [7.0393, -0.1043, -3.3843], [6.6267, -0.7180, -1.7910], [9.4697, -0.7015, -2.9508], [8.4026, -2.0972, -2.8240], [9.0054, -1.3059, -1.3588]], "forces_ev_per_angstrom": [[0.04, 0.03, -0.08], [-0.05, 0.32, 0.38], [-0.32, -0.72, -1.15], [-0.06, 0.08, 0.42], [-0.01, 0.31, 0.02], [0.63, -0.15, 0.11], [0.20, -0.09, 0.73], [0.17, 0.01, -0.21], [-0.28, 0.33, -0.03], [0.01, -0.04, 0.05], [-0.36, 0.12, -0.16], [-0.07, 0.08, 0.01], [-0.03, -0.06, 0.04], [-0.05, 0.03, 0.01], [0.23, -0.01, 0.03], [0.01, -0.08, -0.04], [-0.01, 0.12, 0.02], [-0.06, -0.13, 0.03], [0.11, 0.04, -0.03], [-0.03, 0.02, 0.09], [-0.01, 0.01, 0.00], [-0.02, 0.00, 0.00], [0.01, 0.06, 0.03], [0.00, -0.02, 0.00], [0.03, -0.01, -0.01], [-0.03, 0.04, -0.01], [-0.04, -0.01, 0.01], [0.03, -0.01, -0.04], [-0.01, -0.06, -0.02], [0.03, 0.06, -0.01], [0.02, -0.07, 0.04], [-0.06, 0.06, 0.00], [0.10, -0.03, -0.08], [-0.03, -0.06, 0.04], [-0.01, 0.07, -0.07], [0.00, 0.01, 0.00], [0.02, 0.01, -0.01], [-0.04, 0.03, -0.02], [0.00, -0.02, -0.01], [-0.01, -0.02, 0.03], [-0.02, 0.04, -0.01], [0.02, 0.01, -0.02], [0.00, -0.01, 0.05], [0.01, -0.02, -0.01], [0.01, -0.02, 0.01], [-0.07, 0.04, 0.03], [0.05, -0.06, -0.02], [0.01, 0.07, -0.02], [-0.06, -0.03, 0.03], [0.11, 0.00, -0.02], [0.00, 0.00, -0.01], [0.01, 0.01, -0.02], [0.04, -0.03, 0.01], [0.00, 0.02, 0.01], [-0.03, -0.01, 0.02], [0.02, -0.03, -0.01], [0.01, 0.01, -0.02], [-0.05, -0.02, 0.02], [-0.01, 0.02, 0.00], [0.00, 0.00, 0.02], [-0.09, 0.02, 0.02], [0.12, 0.02, -0.01], [-0.13, -0.29, -0.18], [-0.06, 0.09, 0.02], [0.06, -0.04, -0.11], [0.01, -0.01, 0.00], [0.00, -0.02, -0.01], [0.04, 0.02, -0.02], [-0.02, 0.00, -0.01], [-0.03, 0.02, 0.01], [0.06, -0.04, 0.00], [0.00, -0.03, -0.01], [-0.02, 0.03, 0.04], [-0.04, -0.03, 0.00], [0.03, 0.05, 0.00], [-0.07, -0.05, -0.01], [0.07, 0.03, -0.03], [-0.07, 0.02, 0.13], [-0.04, -0.07, -0.03], [0.05, 0.05, 0.04], [0.00, 0.01, 0.00], [0.00, 0.02, 0.01], [0.05, 0.00, 0.00], [-0.01, -0.01, 0.02], [-0.01, -0.03, -0.03], [0.04, 0.01, -0.01], [-0.01, 0.02, 0.01], [-0.02, -0.02, -0.04], [-0.02, -0.01, 0.01], [0.00, -0.01, 0.00]], "lowdin_charge": [0.1242, -0.2681, -0.1684, -0.5835, 0.1408, 0.1059, 0.8856, -0.2638, -0.2986, 0.0250, 0.1381, 0.0316, 0.0397, 0.0408, 0.0320, -0.0782, -0.2938, -0.1617, -0.2706, -0.0649, 0.0800, 0.0717, 0.0681, 0.1065, 0.1050, 0.1056, 0.1142, 0.0713, 0.0707, 0.0664, -0.0796, -0.2833, -0.1741, -0.2748, -0.0676, 0.0807, 0.0759, 0.0654, 0.1183, 0.1076, 0.1076, 0.1142, 0.0675, 0.0793, 0.0667, -0.0787, -0.2825, -0.1594, -0.2813, -0.0804, 0.0810, 0.0767, 0.0655, 0.1188, 0.0951, 0.1071, 0.1180, 0.0675, 0.0776, 0.0741, -0.0746, -0.2822, -0.1856, -0.2665, -0.0715, 0.0832, 0.0783, 0.0677, 0.1174, 0.1042, 0.1094, 0.1186, 0.0692, 0.0791, 0.0758, -0.0791, -0.2807, -0.1728, -0.2798, -0.0756, 0.0811, 0.0768, 0.0657, 0.1183, 0.1076, 0.1086, 0.1112, 0.0663, 0.0780, 0.0775], "total_charge": 0, "spin_multiplicity": 1, "smiles": "C#CN(C(=O)O)P(C)O.CCOCC.CCOCC.CCOCC.CCOCC.CCOCC", "orbital_gap_ev": 9.388, "lumo_energy_ha": 0.020}



(4)
{"formula": "C3H8NO", "method": "the ωB97M-V functional and the def2-TZVPD basis", "elements": ["C", "N", "C", "C", "O", "H", "H", "H", "H", "H", "H", "H", "H"], "positions_angstrom": [[1.0997, -0.6546, -0.9911], [-0.4625, -0.7554, -0.8626], [-0.8142, -0.3962, 0.5178], [-0.3712, 1.1744, 0.7950], [-0.0659, 1.8254, -0.3896], [1.1820, -0.8633, -2.0438], [1.4152, -1.5634, -0.3923], [1.4046, 0.2640, -0.3721], [-0.7059, 0.1107, -1.3519], [-0.2115, -0.9495, 1.1654], [-1.9130, -0.5884, 0.8017], [0.5393, 0.9245, 1.4587], [-1.0964, 1.4717, 1.6647]], "forces_ev_per_angstrom": [[-2.65, -1.31, 3.24], [1.11, 0.45, 0.24], [-1.51, 1.82, -0.85], [0.88, -1.77, 0.02], [-1.40, -0.07, 2.46], [1.14, 0.71, -0.34], [0.18, 0.69, -0.85], [0.10, -0.98, -2.10], [-0.16, 0.05, -0.05], [0.79, -1.32, 1.23], [1.32, 0.19, -0.82], [-0.17, 0.84, -0.55], [0.36, 0.69, -1.62]], "lowdin_charge": [-0.1289, -0.1703, -0.2895, -0.4898, -0.3966, 0.0453, 0.0559, 0.0729, 0.0487, 0.0364, 0.0901, 0.0540, 0.0718], "total_charge": -1, "relative_energy_kcal_mol": 39.4, "spin_multiplicity": 1, "smiles": "CNCC[O-]", "orbital_gap_ev": 7.356, "lumo_energy_ha": 0.172}



(5)
{"formula": "H2Se", "method": "the ωB97M-V functional and the def2-TZVPD basis", "elements": ["Se", "H", "H"], "positions_angstrom": [[-1.1277, 0.7249, -0.2940], [-0.5532, -1.3193, 0.0764], [-0.0135, 1.6939, -0.2548]], "forces_ev_per_angstrom": [[-0.03, -2.79, 0.38], [-0.39, 3.55, -0.55], [0.42, -0.76, 0.17]], "lowdin_charge": [0.2577, 0.0362, -0.2940], "total_charge": 0, "relative_energy_kcal_mol": 54.2, "spin_multiplicity": 1, "orbital_gap_ev": [7.862, 7.863], "lumo_energy_ha": [-0.056, -0.056]}



(6)
{"formula": "C4H8O2", "method": "the ωB97M-V functional and the def2-TZVPD basis", "elements": ["C", "C", "C", "O", "C", "O", "H", "H", "H", "H", "H", "H", "H", "H"], "positions_angstrom": [[-0.8690, -0.7483, 0.7153], [-0.0981, 0.4755, 0.1753], [1.2633, 0.0762, -0.4226], [1.7819, -1.1258, 0.1164], [-1.0486, 1.0490, -0.8585], [-1.9587, 1.7932, -0.5897], [-1.7176, -0.3974, 1.3035], [-0.2569, -1.4094, 1.3333], [-1.2489, -1.3633, -0.1106], [0.0259, 1.2309, 0.9642], [1.1662, -0.1169, -1.4985], [1.9944, 0.8913, -0.3045], [1.8879, -0.9952, 1.0669], [-0.9218, 0.6400, -1.8908]], "forces_ev_per_angstrom": [[-0.14, -0.05, 0.06], [-0.01, -0.09, 0.05], [0.01, 0.11, -0.25], [0.19, 0.09, 0.24], [-0.26, 0.13, 0.15], [0.46, -0.18, -0.23], [-0.01, -0.06, -0.08], [-0.05, 0.23, -0.07], [0.07, 0.09, 0.12], [-0.07, -0.25, -0.10], [-0.04, 0.03, 0.16], [-0.23, -0.10, -0.04], [0.11, -0.11, -0.14], [-0.04, 0.15, 0.15]], "lowdin_charge": [-0.0509, -0.3098, -0.2372, -0.0758, -0.2556, 0.0617, 0.0869, 0.0742, 0.0942, 0.1455, 0.1192, 0.1232, 0.0897, 0.1345], "total_charge": 0, "relative_energy_kcal_mol": 32.0, "spin_multiplicity": 1, "smiles": "C[C@H](C=O)CO", "orbital_gap_ev": 10.616, "lumo_energy_ha": 0.026}